Formula: C19H16O6
Source: OMol25
Level of theory: wB97M-V/def2-TZVPD

Element x y z (Å)
O1 3.83340 -0.05974 -0.03752
O2 -5.78635 -2.59910 -0.21532
O3 6.30566 -2.41892 0.81501
O4 0.41681 3.09233 -0.12043
O5 6.50000 -0.24564 0.34612
O6 -1.08347 4.71690 -0.05810
C1 -0.24419 0.77240 -0.01568
C2 4.31138 -2.04295 -1.38018
C3 -2.74010 -0.82808 -0.99906
C4 2.08372 1.45807 -0.09356
C5 -4.79929 -0.63750 0.84948
C6 -3.77825 -1.73125 -1.03106
C7 -2.71218 0.18913 -0.04418
C8 -1.90959 2.50718 -0.01928
C9 -6.87626 -2.56233 0.67482
C10 -1.62793 1.18091 -0.02320
C11 4.36850 -1.36411 -0.00570
C12 -4.81894 -1.65271 -0.10198
C13 5.83422 -1.23516 0.40119
C14 -0.88403 3.52747 -0.05822
C15 0.73498 1.78169 -0.07908
C16 1.52660 -0.87586 0.08468
C17 2.49332 0.13102 -0.02175
C18 0.18922 -0.55157 0.09110
C19 -3.75930 0.27406 0.86549
H1 -6.55241 -2.69171 1.71249
H2 4.75486 -3.03280 -1.32098
H3 -1.95576 -0.88790 -1.73907
H4 -3.75057 1.05485 1.61150
H5 1.80718 -1.91335 0.17113
H6 -5.58726 -0.54417 1.57984
H7 4.86002 -1.44206 -2.10160
H8 3.28041 -2.12930 -1.71412
H9 -3.81315 -2.51379 -1.77237
H10 -7.43914 -1.62822 0.58221
H11 -7.51556 -3.39678 0.39140
H12 7.24596 -2.34504 1.04613
H13 -2.92586 2.86822 -0.02482
H14 3.86897 -1.98425 0.75111
H15 2.82278 2.23947 -0.14964
H16 -0.54488 -1.33604 0.19126

Properties
net charge	0
E	-1185.087356	a.u.
SMILES	COc1ccc(-c2cc(=O)oc3cc(O[C@@H](C)C(=O)O)ccc23)cc1
2S+1	1
orbital gap	8.462	eV
relative energy (zero: lowest compared OMol25 entry of this formula, charge and spin)	0.00	kcal per mole